1.
{
  "formula": "C3H10NO3",
  "method": "the ωB97M-V functional and the def2-TZVPD basis",
  "charge": -1,
  "e_above_lowest_ev": 0.488,
  "lumo_energy_ev": 4.0,
  "energy_ha": -400.7695,
  "species": ["C", "C", "O", "N", "C", "O", "H", "H", "H", "H", "H", "H", "H", "H", "H", "H", "O"],
  "xyz": [[0.122333, 0.034418, 1.033308], [1.084464, -1.141149, 0.915234], [2.398646, -0.761984, 0.584757], [-0.275220, 0.652058, -0.269797], [0.521675, 0.176269, -1.451736], [1.833236, 0.476839, -1.409402], [0.566792, 0.813846, 1.681392], [-0.773367, -0.175186, 1.640720], [1.167731, -1.496379, 1.955260], [0.652924, -1.869241, 0.232071], [2.226356, -0.079053, -0.399246], [-0.234698, 1.649807, -0.151038], [0.253971, -0.857520, -1.692880], [-0.040081, 0.792424, -2.213288], [-3.263461, -0.196858, -0.270042], [-2.728432, 1.272853, -0.182716], [-3.512870, 0.708862, -0.002603]],
  "forces_ev_per_angstrom": [[-0.356, 1.345, 0.153], [1.104, 1.096, 1.277], [-0.695, 0.162, -0.534], [-0.243, -1.726, 0.808], [-1.503, 2.623, -0.463], [0.302, -0.066, -0.165], [0.513, -0.250, -0.352], [-0.149, -0.700, -0.440], [-0.479, -0.701, -0.188], [-0.083, -0.560, 0.005], [0.280, -0.518, 0.181], [0.478, 0.217, -0.488], [0.067, -0.327, 0.421], [0.667, -0.485, -0.239], [0.239, 0.920, 0.180], [-0.319, -1.057, 0.082], [0.177, 0.025, -0.238]]
}

***

2.
{
  "formula": "C3H10NO3",
  "method": "the ωB97M-V functional and the def2-TZVPD basis",
  "e_above_lowest_ev": 1.015,
  "spin_multiplicity": 2,
  "s_squared": 0.763,
  "lumo_energy_ev": [0.6, -1.9],
  "energy_ha": -400.6427,
  "species": ["C", "O", "C", "C", "O", "N", "H", "H", "H", "H", "H", "H", "H", "H", "H", "H", "O"],
  "xyz": [[-0.350375, -1.610123, -0.524119], [-0.045898, -1.599438, -1.753968], [-0.156204, 0.217068, -0.221438], [-1.116749, 0.984144, -1.056482], [-0.841579, 2.390365, -1.209201], [-0.185309, 0.402013, 1.226995], [0.391501, -2.074795, 0.178674], [-1.343190, -1.796461, -0.079028], [0.915310, 0.370678, -0.578097], [-1.031454, 0.569572, -2.072193], [-2.116194, 1.135700, -0.559661], [-0.262441, 2.704339, -0.504601], [-0.876035, 1.117771, 1.453183], [-0.694281, -0.383017, 1.618123], [3.120595, -1.047972, 0.849215], [1.899535, -0.430200, 1.528991], [2.692767, -0.949643, 1.703606]],
  "forces_ev_per_angstrom": [[1.000, 1.273, 2.086], [-0.474, -0.533, -1.163], [2.197, -0.828, 0.406], [-1.096, 1.273, 0.044], [1.207, 0.248, -0.005], [-0.962, -0.171, -0.101], [-0.053, 0.567, -0.323], [-0.488, 0.140, -0.882], [-1.425, -0.266, 0.201], [-0.884, 0.017, 0.422], [0.406, -1.752, -0.783], [-0.024, -0.022, -0.076], [0.310, 0.476, -0.151], [0.372, -0.504, 0.273], [0.064, -0.020, -0.039], [-0.146, 0.177, 0.124], [-0.005, -0.075, -0.033]]
}

***

3.
{
  "formula": "C3H10NO3",
  "method": "the ωB97M-V functional and the def2-TZVPD basis",
  "charge": 1,
  "e_above_lowest_ev": 8.516,
  "lumo_energy_ev": -10.2,
  "energy_ha": -400.2717,
  "species": ["C", "C", "C", "O", "O", "N", "H", "H", "H", "H", "H", "H", "H", "H", "H", "H", "O"],
  "xyz": [[1.738723, -0.680275, 0.788241], [1.044737, 0.671578, 0.551859], [-0.455306, 0.447287, 0.296502], [-0.766637, 0.047356, -0.995043], [-0.852123, -0.424755, 1.406060], [1.874267, -1.394475, -0.533959], [1.067219, -1.175439, 1.433626], [2.833928, -0.522911, 1.105541], [1.091520, 1.269016, 1.424264], [1.457717, 1.158497, -0.335653], [-0.945286, 1.463748, 0.377036], [-2.297106, 0.803981, -1.624472], [1.101728, -0.924808, -1.034037], [1.673291, -2.439682, -0.569301], [-1.686079, -0.762221, 1.110693], [-3.699751, 1.268891, -2.152991], [-3.180838, 1.194208, -1.248363]],
  "forces_ev_per_angstrom": [[0.918, -0.286, -2.540], [2.538, 0.346, -1.112], [-2.474, -4.070, -1.350], [1.818, 0.585, 4.596], [0.445, 2.398, -2.682], [-2.356, -0.141, 1.620], [0.527, -1.292, 1.298], [-1.504, 0.301, 0.159], [0.262, 0.776, 0.761], [-0.046, 0.341, 0.329], [0.264, 0.211, -0.032], [-2.225, 1.104, 0.892], [0.435, -0.106, -1.593], [0.516, 1.637, 0.557], [-1.317, -0.807, 0.063], [1.165, -0.111, 2.793], [1.035, -0.886, -3.758]]
}

***

4.
{
  "formula": "C3H10NO3",
  "method": "the ωB97M-V functional and the def2-TZVPD basis",
  "charge": 1,
  "e_above_lowest_ev": 0.574,
  "lumo_energy_ev": -3.3,
  "energy_ha": -400.5635,
  "species": ["C", "C", "C", "O", "O", "N", "H", "H", "H", "H", "H", "H", "H", "H", "H", "H", "O"],
  "xyz": [[-0.087461, -0.887203, 1.211491], [-0.842358, 0.414382, 1.044357], [-0.066863, 1.546512, 0.447776], [-0.931104, 2.605466, 0.543271], [0.966339, 1.496247, -0.135048], [-0.022063, -1.633927, -0.120115], [0.949535, -0.717493, 1.488253], [-0.596212, -1.438366, 1.997998], [-1.224216, 0.688855, 2.034728], [-1.848157, 0.420486, 0.578151], [-0.657690, 3.502507, 0.272506], [0.466519, -0.980792, -0.762225], [-0.906340, -1.898810, -0.551041], [0.544476, -2.478559, -0.034278], [1.652322, 0.492696, -2.411681], [1.301507, -0.726902, -3.255404], [1.301764, -0.405099, -2.348740]],
  "forces_ev_per_angstrom": [[-0.866, 0.138, -0.570], [-0.608, -0.070, 1.003], [-2.282, 1.338, -0.320], [0.549, 0.062, 0.183], [0.810, -0.049, 0.003], [0.565, 0.363, 0.677], [-0.006, 0.068, 0.029], [0.176, -0.614, -0.351], [0.642, 0.278, 0.140], [0.675, -0.670, -0.477], [0.523, -0.702, -0.165], [0.109, -0.284, -0.557], [-0.215, 0.179, 0.276], [0.034, 0.035, -0.077], [-0.033, -0.027, 0.244], [-0.018, -0.140, -0.046], [-0.055, 0.094, 0.009]]
}

***

5.
{
  "formula": "C3H10NO4",
  "method": "the ωB97M-V functional and the def2-TZVPD basis",
  "e_above_lowest_ev": 1.844,
  "spin_multiplicity": 2,
  "s_squared": 0.757,
  "lumo_energy_ev": [0.5, -3.6],
  "energy_ha": -475.8898,
  "species": ["C", "N", "C", "C", "O", "O", "H", "H", "H", "H", "H", "H", "H", "H", "O", "H", "H", "O"],
  "xyz": [[1.600126, -1.730109, -1.129859], [0.739466, -0.601939, -0.567351], [-0.498329, -0.354555, -1.317456], [-1.821788, -0.449084, -0.325610], [-2.717368, 0.222119, -0.884318], [-1.686499, -1.103143, 0.700361], [1.774713, -1.527482, -2.183639], [1.249488, -2.801170, -0.860933], [2.442788, -1.767150, -0.618103], [0.468931, -1.047670, 0.452493], [-0.840904, -1.142732, -1.997588], [-0.442144, 0.703224, -1.587166], [0.023673, 2.906986, 1.252697], [-0.414191, 1.466950, 1.863966], [-0.051538, 2.313349, 2.029675], [2.996335, 0.229869, 0.876815], [2.997881, 1.619934, 0.176535], [3.066292, 1.164588, 1.058524]],
  "forces_ev_per_angstrom": [[-4.848, -0.603, -1.033], [-0.529, -3.268, 2.607], [0.994, 0.282, 1.093], [-0.973, -0.059, 1.679], [0.979, -0.719, 0.313], [-0.089, 0.732, -1.268], [0.015, -0.455, 0.006], [-0.346, 1.518, -1.147], [4.274, 0.683, 2.152], [0.460, 1.914, -3.040], [0.624, 0.513, -0.608], [-0.541, -0.560, -0.805], [-0.341, -1.286, 0.575], [-0.531, -0.993, -0.936], [0.800, 2.274, 0.403], [-0.134, -0.240, -0.250], [0.024, -0.907, 1.362], [0.162, 1.174, -1.103]]
}

***

6.
{
  "formula": "C3H10NOS",
  "method": "the ωB97M-V functional and the def2-TZVPD basis",
  "charge": -1,
  "e_above_lowest_ev": 1.353,
  "lumo_energy_ev": 3.9,
  "energy_ha": -648.4818,
  "species": ["C", "C", "C", "S", "N", "H", "H", "H", "H", "H", "H", "H", "H", "H", "H", "O"],
  "xyz": [[0.954303, 0.394952, 0.616057], [-0.174903, -0.564145, 1.038420], [-1.545166, 0.096997, 0.861266], [-2.004749, 0.436659, -0.871617], [-0.278810, -1.883588, 0.316590], [0.450215, 1.174377, 0.017867], [1.641434, -0.021642, -0.158243], [1.678549, 0.584645, 1.420021], [-0.038262, -0.816226, 2.106687], [-2.266380, -0.548490, 1.417701], [-1.596457, 0.967731, 1.536169], [-0.251906, -2.496261, 1.107548], [-0.892736, -1.724978, -0.480288], [1.954416, 1.921593, -2.609261], [0.995106, 0.822127, -2.998469], [1.375346, 1.656249, -3.320447]],
  "forces_ev_per_angstrom": [[0.549, -1.002, -1.566], [-0.355, -0.610, -0.689], [-0.615, 0.208, 1.473], [0.162, -0.127, 0.376], [2.527, 2.248, 1.016], [0.514, 0.571, 0.915], [-0.605, -0.425, 0.368], [-0.678, 0.844, 0.067], [-0.036, 0.130, -0.221], [0.164, -0.116, -0.799], [0.262, 0.474, -0.537], [-1.170, -1.263, -0.951], [-0.613, -0.952, 0.492], [0.139, 0.158, 0.321], [-0.185, 0.389, -0.031], [-0.061, -0.528, -0.233]]
}

***

7.
{
  "formula": "C3H10NOS",
  "method": "the ωB97M-V functional and the def2-TZVPD basis",
  "charge": -2,
  "e_above_lowest_ev": 0.456,
  "spin_multiplicity": 2,
  "s_squared": 0.750,
  "lumo_energy_ev": [6.0, 6.0],
  "energy_ha": -648.3636,
  "species": ["C", "C", "C", "S", "N", "H", "H", "H", "H", "H", "H", "H", "H", "H", "H", "O"],
  "xyz": [[-0.414489, 1.535125, 1.290299], [0.993356, 1.267544, 0.819593], [1.315478, -0.244163, 1.041758], [1.569435, -1.223033, -0.483346], [1.086994, 1.731021, -0.555492], [-0.433028, 1.263832, 2.354523], [-1.047941, 0.771345, 0.836873], [-0.667241, 2.541384, 1.094767], [1.782104, 1.717536, 1.424938], [2.184765, -0.326164, 1.670327], [0.573511, -0.778540, 1.611684], [2.059114, 1.594355, -0.833795], [0.652900, 0.995863, -1.120043], [-3.986971, -3.420513, -2.915013], [-2.448876, -3.421905, -3.155552], [-3.219110, -4.003688, -3.081521]],
  "forces_ev_per_angstrom": [[0.866, -1.575, 1.152], [0.103, -1.105, 0.010], [0.363, -0.629, -0.934], [0.132, -0.059, 0.036], [0.656, 0.281, -0.264], [-0.261, 0.490, 0.086], [-0.303, 0.412, -0.430], [-0.766, 1.036, -0.135], [-0.324, 0.935, -0.021], [0.753, 0.092, 0.266], [-0.841, 0.165, 0.288], [-0.100, 0.058, -0.023], [-0.121, -0.030, 0.049], [0.026, 0.130, -0.094], [0.059, 0.376, -0.019], [-0.241, -0.577, 0.033]]
}

***

8.
{
  "formula": "C3H10NOS2",
  "method": "the ωB97M-V functional and the def2-TZVPD basis",
  "charge": -1,
  "e_above_lowest_ev": 1.834,
  "lumo_energy_ev": 3.4,
  "energy_ha": -1046.6681,
  "species": ["C", "S", "S", "C", "H", "H", "H", "H", "H", "H", "N", "C", "O", "H", "H", "H", "H"],
  "xyz": [[-1.121249, 0.969544, -1.284512], [-0.345247, -0.484040, -2.058737], [-0.968341, -1.900201, -0.735385], [0.390988, -1.694947, 0.461533], [-2.158150, 0.689929, -1.015782], [-0.517181, 1.207962, -0.362113], [-1.203864, 1.769673, -2.027475], [0.464779, -0.604077, 0.648473], [0.087672, -2.232868, 1.373867], [1.229057, -2.102252, -0.100353], [1.518011, 2.090446, 3.109989], [1.238589, 2.077020, 1.677937], [0.455491, 1.047240, 1.228321], [2.111937, 1.298417, 3.294299], [0.657913, 1.921700, 3.629451], [0.772031, 3.006424, 1.407923], [2.253239, 2.072192, 1.131439]],
  "forces_ev_per_angstrom": [[-0.288, -0.049, 0.469], [-0.530, 0.125, -0.347], [-0.030, -0.157, -0.074], [-0.799, -0.082, -0.431], [0.537, 0.073, -0.070], [-0.500, 0.136, -0.574], [0.354, 0.002, 0.095], [0.366, -0.367, 0.356], [0.464, 0.033, -0.303], [0.378, -0.094, 0.711], [0.320, 0.457, 0.506], [0.166, -1.582, -1.610], [0.370, 0.534, 0.599], [0.076, -0.326, 0.161], [0.026, -0.048, -0.334], [-0.275, 1.197, 0.055], [-0.635, 0.149, 0.790]]
}